Entry from OMol25: C3H8NO8Tl as an isolated structure (ωB97M-V/def2-TZVPD).

Molar mass   390.48 g/mol
Total energy   -947.7039 Eh
Highest occupied orbital energy   -8.3 eV
Orbital gap   1.78 eV
Charge   0

Cartesian coordinates (Å):
Tl1 -1.207314 -2.201222 1.398912
N1 -5.565750 -4.135856 -1.590113
O1 -6.577529 -3.817787 -0.963286
O2 -5.558717 -4.175147 -2.806694
O3 -4.528983 -4.231837 -1.001273
O4 2.686988 -3.121781 1.835249
H1 3.356879 -3.422128 1.190596
O5 -4.899672 -2.101288 3.315461
H2 -4.810088 -2.538633 4.184501
C1 0.379439 3.269612 -1.727919
O6 1.683113 3.324490 -1.106851
C2 2.157526 2.361869 -0.390824
O7 1.584099 1.294552 -0.063311
O8 3.415864 2.708209 -0.027886
C3 4.277214 1.899969 0.784552
H3 -0.560300 3.080649 -1.208981
H4 0.397348 2.613128 -2.597874
H5 0.288324 4.282377 -2.120479
H6 5.288519 2.223849 1.030404
H7 4.419895 1.028570 0.145491
H8 3.773146 1.658405 1.720325

Cartesian forces (eV/Å) of the 3 atoms listed first:
0.13 -0.07 0.07
-1.44 1.91 -0.87
-0.60 -0.45 0.13

***

Entry from OMol25: a 2-piece molecular cluster, C3H8NOP overall (ωB97M-V/def2-TZVPD).

Molar mass   105.08 g/mol
Total energy   -590.3103 Eh
Highest occupied orbital energy (alpha / beta)   -10.0 / -7.2 eV
Orbital gap (alpha / beta)   9.73 / 6.10 eV
Charge   0

Cartesian coordinates (Å):
C1 0.750311 -0.726472 1.307718
C2 -0.578915 -0.737003 -0.938209
C3 -0.492126 -0.204498 0.486959
N1 -0.882960 1.163551 0.702259
O1 0.642282 2.655233 -3.089781
P1 0.982603 2.494965 -1.694363
H1 1.665879 -1.149313 0.863936
H2 1.144003 0.200496 1.787061
H3 0.393790 -1.523724 1.966477
H4 -0.235524 -1.776533 -0.935659
H5 0.081338 -0.268140 -1.708137
H6 -1.522262 -0.495193 -1.287227
H7 -1.274102 -0.903795 0.900694
H8 -0.674316 1.270427 1.638272

Cartesian forces (eV/Å) of the 3 atoms listed first:
0.34 1.31 0.24
3.00 0.83 -0.46
0.01 -2.21 -0.38

***

Entry from OMol25: a 2-piece molecular cluster, C3H8NOS overall (ωB97M-V/def2-TZVPD).

Molar mass   106.17 g/mol
Total energy   -647.1301 Eh
Highest occupied orbital energy (alpha / beta)   -2.1 / -1.7 eV
Orbital gap (alpha / beta)   5.83 / 5.42 eV
Charge   -1

Cartesian coordinates (Å):
C1 -0.005258 1.730148 0.088375
C2 -1.131328 -1.804203 0.806300
C3 -0.265112 0.565411 -0.776011
N1 1.854578 -0.662650 -0.529351
O1 2.407818 0.233284 0.210497
S1 -1.490291 -0.628249 -0.605434
H1 0.767315 1.486446 0.773797
H2 -0.783953 2.121623 0.646226
H3 0.149480 2.589940 -0.568035
H4 -1.379968 -1.075111 1.685235
H5 -0.082460 -2.107306 0.936093
H6 -1.952598 -2.592503 0.664759
H7 0.027178 0.651217 -1.770989
H8 1.884593 -0.508041 -1.561464

Cartesian forces (eV/Å) of the 3 atoms listed first:
-0.05 -0.11 -1.87
-1.37 2.01 1.10
-0.19 -1.06 0.93

***

Entry from OMol25: one molecule with the formula C3H8NOS (ωB97M-V/def2-TZVPD).

Molar mass   106.17 g/mol
Total energy   -647.1774 Eh
2S+1   2
Highest occupied orbital energy (alpha / beta)   -8.9 / -8.9 eV
Orbital gap (alpha / beta)   9.78 / 7.10 eV
Charge   0

Cartesian coordinates (Å):
C1 -1.067750 -0.716985 0.120634
C2 0.251094 -0.697223 -0.714308
S1 0.258656 0.271175 -2.270504
N1 -0.854925 -0.562672 1.546153
C3 -0.141606 0.536206 2.126211
O1 1.064089 0.901317 1.678048
H1 -1.483810 0.225692 -0.249346
H2 -1.659990 -1.614322 -0.021915
H3 0.728334 -1.628257 -1.016244
H4 0.936177 -0.136474 -0.105291
H5 1.148703 1.174923 -1.855401
H6 -0.718875 -1.399943 2.082623
H7 -0.780316 1.444511 2.137728
H8 -0.061586 0.328450 3.193655

Cartesian forces (eV/Å) of the 3 atoms listed first:
1.42 0.97 -0.36
0.50 -0.13 -0.24
-0.46 0.01 -0.07

***

- The lowest molar mass belongs to which entry?
  C3H8NOP